## 1
# C5H10NO2P

An isolated molecule of C5H10NO2P (ωB97M-V/def2-TZVPD, the Open Molecules 2025 dataset).

* SMILES: O=C1O[C@@H]1[PH2]1CCNC1
* spin multiplicity: 1
* lowest unoccupied orbital energy: 0.82 eV
* HOMO: -8.44 eV

XYZ file:
```
19
C5H10NO2P (ωB97M-V/def2-TZVPD)
O -4.5126 1.0680 -0.0082
C -3.8213 0.1105 -0.1163
O -3.5464 -0.9325 0.5687
C -2.7414 -0.7258 -0.6273
P -1.0293 -0.2240 -0.0675
C -0.0822 1.4091 -0.0756
C 1.3256 0.9005 0.3694
N 1.4862 -0.3682 -0.2841
C 0.4561 -1.2790 0.1503
H -2.9304 -1.3996 -1.5104
H -0.9391 -0.1386 -1.5269
H -1.2932 -0.1040 1.3101
H -0.5644 2.1420 0.6123
H 0.0315 1.6066 -1.0746
H 1.9788 1.7242 0.1958
H 1.1931 0.9018 1.4184
H 2.4621 -0.6633 -0.2312
H 0.4854 -1.8544 1.1724
H 0.4927 -2.1559 -0.5485
```

---

## 2
# C5H10NO2P

A structure of composition C5H10NO2P (ωB97M-V/def2-TZVPD, the Open Molecules 2025 dataset).

* spin multiplicity: 1
* lowest unoccupied orbital energy: 0.39 eV
* HOMO: -8.14 eV

XYZ file:
```
19
C5H10NO2P (ωB97M-V/def2-TZVPD)
C 1.8701 0.0041 -0.4309
C -1.3013 -0.2905 -1.2767
C -0.7727 0.9781 -0.6724
C -1.6635 -1.3321 -0.2337
C 0.6762 0.1587 0.4513
N 0.7247 1.0221 1.5096
O 1.9154 -0.9359 -1.2032
O 2.9033 0.8066 -0.4058
P 0.0830 -1.6117 0.5912
H -2.1726 0.0133 -1.8514
H -0.5265 -0.7078 -1.9356
H -0.3493 1.7110 -1.2883
H -1.5240 1.5199 0.0498
H -2.2767 -1.0256 0.6643
H -1.9989 -2.2218 -0.5390
H 0.2356 0.7019 2.3416
H 2.9305 1.4070 0.4008
H 1.6509 1.4182 1.7631
H -0.4041 -1.6154 2.0653
```

---

Bottom line: 2, by a margin of 0.0942 hartree.

---

## 1
# C8H8O

An isolated molecule of C8H8O (ωB97M-V/def2-TZVPD, the Open Molecules 2025 dataset).

* SMILES: C#C/C(C)=C1/C=COC1
* spin multiplicity: 1
* lowest unoccupied orbital energy: 0.23 eV
* HOMO: -8.38 eV

XYZ file:
```
17
C8H8O (ωB97M-V/def2-TZVPD)
C 2.4840 -1.5609 0.1759
C 1.7995 -0.5912 -0.0703
C 1.0544 0.5347 -0.0242
C 1.8265 1.6419 -0.1382
C -0.1732 0.4307 -0.0332
C -1.4950 1.1691 0.0957
C -2.4847 0.2933 0.3086
O -2.1985 -1.0447 -0.3206
C -0.6813 -1.0493 -0.1149
H 3.2554 -2.1537 1.0423
H 2.4203 2.1474 0.8132
H 2.7018 1.5374 -1.0478
H 1.1591 2.4582 -0.4863
H -1.6251 2.2654 0.4614
H -3.5569 0.5530 0.6036
H -0.3490 -1.7178 0.8756
H -0.3991 -1.9427 -0.8928
```

---

## 2
# C8H8O

An isolated molecule of C8H8O (ωB97M-V/def2-TZVPD, the Open Molecules 2025 dataset).

* spin multiplicity: 1
* lowest unoccupied orbital energy (alpha / beta): -1.47 / -1.13 eV
* HOMO (alpha / beta): -8.72 / -8.47 eV

XYZ file:
```
17
C8H8O (ωB97M-V/def2-TZVPD)
C 0.0507 -1.2059 -0.9622
C -0.2862 -0.6309 0.3089
C 1.5161 0.6485 -1.5393
C 0.9137 -0.6145 -1.7734
C 0.2923 0.6294 0.5615
C -1.0371 -1.2060 1.3411
C 1.2453 1.3741 -0.2350
C -2.0005 -0.3810 1.9567
O 1.8234 2.3966 0.1201
H -0.3201 -2.2280 -1.1147
H 2.6155 0.5184 -1.5860
H 1.1948 1.2824 -2.4077
H 0.8990 -1.0962 -2.7165
H 0.0513 0.9031 1.6384
H -1.9775 0.7684 1.6419
H -1.9668 -0.3054 3.0262
H -3.0140 -0.8533 1.7402
```

---

Bottom line: 2, by a margin of 0.1087 hartree.

---

## 1
# C2H3IO2

A cluster of 2 separate species, C2H3IO2 in total (ωB97M-V/def2-TZVPD, the Open Molecules 2025 dataset).

* SMILES: O=CI.C=O
* spin multiplicity: 1
* lowest unoccupied orbital energy: 0.43 eV
* HOMO: -9.73 eV

XYZ file:
```
8
C2H3IO2 (ωB97M-V/def2-TZVPD)
O -0.5468 1.7352 -0.1682
C -1.1952 1.0973 0.5787
I -2.8019 -0.2150 -0.0653
H -1.1328 1.1193 1.6831
C 1.3621 -0.9360 -0.4466
O 0.4359 -1.0402 0.3212
H 1.8161 -0.0730 -0.9575
H 2.0628 -1.6877 -0.9454
```

---

## 2
# C2H3IO2

A structure of composition C2H3IO2 (ωB97M-V/def2-TZVPD, the Open Molecules 2025 dataset).

* spin multiplicity: 1
* lowest unoccupied orbital energy: -0.23 eV
* HOMO: -7.62 eV

XYZ file:
```
8
C2H3IO2 (ωB97M-V/def2-TZVPD)
C 0.3609 -0.1311 0.5216
C -0.4226 1.0622 0.2067
O 1.1977 -0.7804 0.8978
O -0.2835 -1.5867 -1.1246
I 1.0914 -2.8417 -0.9182
H -1.4935 0.9528 0.3730
H -0.0964 1.9664 0.9062
H -0.3539 1.3585 -0.8623
```

---

## 3
# C2H3IO2

A cluster of 2 separate species, C2H3IO2 in total (ωB97M-V/def2-TZVPD, the Open Molecules 2025 dataset).

* spin multiplicity: 1
* lowest unoccupied orbital energy (alpha / beta): -0.38 / -0.32 eV
* HOMO (alpha / beta): -7.78 / -9.78 eV

XYZ file:
```
8
C2H3IO2 (ωB97M-V/def2-TZVPD)
C 1.0179 0.2433 0.5568
C -0.6960 -0.0525 -0.1950
O -0.1653 1.0063 0.4800
O 0.4331 -0.8237 -0.1488
I -2.5278 -0.8591 0.4258
H 1.8705 0.7073 0.0493
H 1.2785 -0.0456 1.5851
H -1.2110 -0.1760 -2.7533
```

---

Bottom line: 1, by a margin of 0.0726 hartree.

---

## 1
# C8H18N5S

The ion C8H18N5S with charge +1 (ωB97M-V/def2-TZVPD, the Open Molecules 2025 dataset).

* spin multiplicity: 1
* lowest unoccupied orbital energy: -2.76 eV
* HOMO: -12.27 eV
* total charge: +1

XYZ file:
```
32
C8H18N5S (ωB97M-V/def2-TZVPD)
C 1.4700 1.5555 1.3507
C 0.3553 -0.5849 1.6813
C 0.6187 1.2545 -0.9205
C 0.7737 -3.6898 1.1776
C -2.4098 3.2331 -1.6071
C 0.8587 -0.6900 -3.1344
C -0.1436 -2.9776 2.1250
C -1.2286 2.9276 -0.6520
N 1.3371 1.8049 0.1344
N 1.1569 0.4568 2.0478
N -0.3641 -0.3816 0.6393
N 0.4078 -1.6371 2.4936
N -0.5330 1.8189 -1.3007
S 1.6308 0.0412 -1.6566
H 2.0113 2.2932 1.9590
H 0.3270 -4.5403 0.7557
H 1.2275 -3.1723 0.3317
H 1.7014 -4.0128 1.6247
H -3.1740 4.1521 -1.2584
H -2.1377 3.5997 -2.6630
H -3.1010 2.3661 -1.7025
H 1.1798 -0.0017 -3.9067
H -0.2814 -0.9146 -3.0939
H 1.4282 -1.6507 -3.3792
H -1.2340 -2.8309 1.8034
H -0.3906 -3.6213 3.0371
H -0.5888 3.8633 -0.7967
H -1.4983 2.5903 0.3779
H 1.8009 0.0973 2.8568
H -1.1017 -1.0508 0.3097
H 0.9295 -1.5963 3.3743
H -1.0278 1.2986 -2.0083
```

---

## 2
# C8H18N5S

The ion C8H18N5S with charge +1 (ωB97M-V/def2-TZVPD, the Open Molecules 2025 dataset).

* SMILES: CCN[C@@H]([NH2+]C(C)C)N1N=NC=CS1
* spin multiplicity: 1
* lowest unoccupied orbital energy: -3.11 eV
* HOMO: -11.11 eV
* total charge: +1

XYZ file:
```
32
C8H18N5S (ωB97M-V/def2-TZVPD)
C -0.7874 -2.4399 2.4674
C 0.5537 -2.3883 1.7521
N 0.4720 -1.8359 0.3993
C 0.5832 -0.4868 0.1954
N 1.0753 -0.1997 -1.1870
C 1.4583 1.2327 -1.5004
C 0.4015 1.8370 -2.4052
C 2.8362 1.2348 -2.1381
N -0.8752 0.3864 0.1858
N -1.8867 -0.4327 0.0284
N -3.0548 -0.2137 0.3259
C -3.4268 0.8891 1.0957
C -2.5826 1.7597 1.6534
S -0.8699 1.8300 1.2700
H -1.1775 -1.4422 2.6516
H -1.5136 -2.9917 1.8754
H -0.6728 -2.9402 3.4243
H 1.2709 -1.7925 2.3156
H 0.9535 -3.3986 1.6437
H -0.2782 -2.2772 -0.1285
H 1.2007 0.0218 0.9354
H 0.3330 -0.4849 -1.8395
H 1.8835 -0.8133 -1.3518
H 1.4842 1.7752 -0.5517
H 0.6178 2.8859 -2.5690
H 0.3866 1.3453 -3.3728
H -0.5809 1.7712 -1.9494
H 3.5820 0.7916 -1.4812
H 3.1404 2.2583 -2.3382
H 2.8321 0.6990 -3.0851
H -4.4818 0.9086 1.3128
H -2.8764 2.5108 2.3657
```

---

Bottom line: 1, by a margin of 0.0677 hartree.